Density functional theory data (ωB97M-V with the def2-TZVPD basis set) for a 7-piece molecular cluster, C57H110FNO8S overall at a distorted geometry.

Properties
* HOMO-LUMO gap: 0.292 Eh
* lowest unoccupied orbital energy: 0.0163 Ha

XYZ file:
```
178
Properties=species:S:1:pos:R:3:forces:R:3
S -2.672 1.326 3.339 0.051 0.184 -0.061
F -2.304 -2.758 -2.710 -0.127 0.036 -0.108
O -0.488 2.796 7.510 -0.071 -0.213 -0.104
O 6.316 -1.849 -5.087 0.063 0.186 0.116
O -2.488 -6.814 -2.936 0.101 0.046 -0.115
O -2.164 1.426 -1.756 -0.340 -0.201 -0.023
O -8.819 0.865 3.167 0.011 -0.120 -0.119
O 6.073 -2.024 -0.235 -0.096 0.117 -0.042
O 1.803 -4.856 -5.317 -0.099 -0.086 -0.060
O 1.586 -3.070 1.537 0.182 0.061 -0.061
N -1.193 1.980 0.631 -0.111 -0.865 0.765
C 0.313 4.989 6.727 0.090 -0.082 0.014
C 0.027 3.182 9.887 -0.091 0.067 -0.043
C 5.245 3.541 2.483 -0.486 -0.182 -0.313
C -2.744 -1.534 -2.186 -0.128 -0.401 -0.308
C -0.645 5.524 -1.943 0.432 0.132 -0.474
C 5.658 2.673 -1.620 -0.444 -0.184 0.577
C -0.480 7.055 -1.902 -0.150 -0.294 0.200
C 1.002 -3.754 -4.927 -0.185 0.005 0.061
C 4.381 -3.354 -5.361 0.133 0.173 -0.052
C -0.928 1.500 3.064 -0.421 -0.131 -0.120
C 6.022 -1.151 -1.370 0.115 -0.527 0.522
C 0.586 -3.782 -3.469 0.152 -0.126 0.086
C 4.972 3.843 -0.896 0.445 -0.083 -0.313
C -4.536 -8.170 -2.749 -0.020 0.101 -0.016
C -2.990 1.104 -0.692 0.103 0.121 -0.077
C -2.481 2.626 -2.469 0.406 0.345 0.182
C 0.957 -2.367 3.822 0.100 -0.090 -0.042
C 1.215 -6.136 -5.151 -0.065 -0.116 0.052
C -0.072 1.324 4.147 -0.379 -0.084 0.235
C 0.960 1.958 1.694 0.123 -0.133 0.419
C 0.431 4.871 -2.819 -0.519 -0.030 -0.051
C -4.959 0.175 0.263 0.051 0.021 0.125
C 3.940 3.174 3.229 0.923 -0.110 0.031
C -0.416 1.804 1.806 0.228 0.111 0.241
C -2.939 -5.727 -2.142 -0.067 -0.080 0.111
C -2.469 1.367 0.581 -0.184 0.033 -0.517
C 7.527 -2.726 -7.043 -0.091 0.060 -0.031
C 0.928 -4.323 1.553 -0.105 -0.039 0.029
C 1.010 -2.052 2.336 -0.061 0.099 0.047
C -0.511 -4.273 1.064 0.169 0.100 0.203
C 5.826 4.540 0.186 -0.399 0.195 -0.156
C -3.024 -8.085 -2.623 -0.029 -0.074 0.059
C 4.812 -2.259 0.363 0.229 0.001 0.018
C -4.754 0.088 -2.224 0.223 -0.536 -0.148
C 5.015 -2.002 -5.630 -0.063 -0.118 -0.034
C -2.623 3.889 -1.617 -0.222 0.407 -0.630
C -4.221 0.480 -0.877 -0.049 0.217 0.287
C 6.422 0.277 -0.998 -0.446 -0.011 -0.171
C -0.849 4.128 7.193 -0.007 0.132 -0.025
C -7.682 1.706 3.236 0.060 0.101 0.029
C 5.265 1.293 -1.063 0.594 -0.103 -0.221
C -4.015 -1.120 -2.886 -0.047 0.618 -0.204
C 3.293 1.968 2.557 -0.453 0.096 -0.082
C 5.104 4.733 1.522 0.519 -0.498 -0.005
C -4.479 0.432 1.538 0.042 0.046 -0.742
C 7.289 -2.769 -5.543 0.062 -0.104 -0.019
C 1.814 1.794 2.782 0.249 0.118 -0.208
C -2.046 5.096 -2.405 -0.249 -0.114 0.949
C 0.465 2.628 8.542 0.095 0.034 0.079
C -2.630 -5.876 -0.661 -0.071 -0.292 -0.191
C 1.285 1.472 4.031 0.230 0.261 -0.771
C -9.824 1.094 4.137 -0.065 0.030 0.100
C -0.075 -6.335 -5.929 -0.001 0.133 -0.068
C -4.077 4.170 -1.243 0.282 0.027 0.204
C -3.235 1.023 1.684 0.294 0.027 0.807
C -10.426 2.488 4.092 0.088 0.047 -0.071
C -6.919 1.617 4.547 -0.061 -0.054 0.028
H -4.850 -7.898 -3.758 0.004 -0.016 -0.007
H -1.955 -0.827 -2.399 0.207 0.239 0.301
H -0.036 -4.649 -3.240 -0.081 0.042 -0.020
H 1.381 2.208 0.730 0.053 0.024 -0.153
H -4.872 -9.187 -2.542 0.015 -0.014 -0.013
H 1.512 -4.963 0.893 0.055 0.035 -0.016
H -0.470 7.394 -0.870 0.031 0.144 0.163
H -2.704 -8.401 -1.623 -0.046 0.017 0.025
H 0.093 -6.164 -6.994 0.012 -0.022 -0.002
H 1.070 5.112 7.503 -0.034 0.051 0.027
H 6.690 -1.583 -2.106 0.171 0.035 -0.154
H -5.791 -0.197 -2.101 -0.238 0.004 0.112
H -10.600 0.358 3.924 0.036 -0.036 -0.044
H -2.727 5.929 -2.251 -0.097 0.155 -0.041
H 4.028 3.504 -0.473 -0.194 -0.048 0.050
H 6.733 2.808 -1.550 0.226 0.016 -0.133
H 5.521 5.604 2.017 -0.238 0.337 0.077
H -1.140 -3.649 1.701 -0.015 -0.028 0.059
H -4.691 -1.962 -2.982 -0.059 -0.276 0.229
H 3.818 1.059 2.848 0.152 -0.101 0.078
H 1.055 -6.350 -4.089 -0.046 0.033 -0.009
H 4.210 2.920 4.249 -0.266 0.046 0.307
H -0.938 -5.276 1.055 0.205 0.229 0.196
H -6.031 2.250 4.507 0.014 -0.012 -0.025
H 0.122 -3.671 -5.575 -0.021 -0.034 0.016
H -4.650 4.460 -2.120 -0.155 -0.087 -0.145
H -7.959 2.744 3.018 -0.004 0.018 0.068
H 5.529 2.669 1.893 0.152 -0.183 -0.037
H 1.639 -1.173 2.180 0.012 -0.018 -0.045
H -5.925 -0.289 0.145 -0.160 -0.089 -0.004
H 0.795 4.537 5.858 -0.020 0.003 -0.015
H -7.521 1.942 5.396 0.018 0.062 -0.005
H 4.415 -1.219 -5.164 0.061 0.047 0.038
H -11.223 2.576 4.831 -0.019 -0.022 -0.004
H -4.105 5.002 -0.545 -0.102 0.149 0.105
H 0.611 1.551 8.625 -0.034 -0.015 -0.057
H 3.278 4.034 3.247 -0.228 0.073 0.058
H 5.024 -1.791 -6.705 0.013 -0.018 -0.031
H -1.557 -6.000 -0.508 -0.243 -0.057 -0.230
H 0.786 2.975 10.642 0.006 -0.027 -0.001
H -1.580 4.043 6.388 -0.009 -0.072 0.003
H -0.440 -7.352 -5.790 0.008 -0.013 0.012
H -7.034 1.384 2.421 -0.072 -0.026 -0.060
H 4.736 4.583 -1.655 -0.273 0.201 -0.003
H 8.320 -3.423 -7.316 0.023 0.006 0.017
H -4.542 3.319 -0.755 -0.164 -0.142 -0.006
H -3.130 -6.739 -0.218 -0.080 0.022 0.008
H -2.426 -4.852 -2.524 0.031 -0.080 -0.103
H 4.336 -3.139 -0.066 -0.182 -0.045 -0.137
H -2.960 -4.988 -0.120 0.043 0.012 -0.036
H -0.124 4.262 9.857 0.062 0.009 0.008
H 4.330 -3.545 -4.287 -0.071 -0.011 -0.031
H 7.036 -3.786 -5.223 -0.028 -0.004 -0.045
H 6.806 0.233 0.015 0.257 0.028 0.175
H -2.053 4.877 -3.469 0.014 0.078 -0.307
H 0.013 -1.791 1.963 -0.029 -0.019 0.040
H 4.150 -1.400 0.261 -0.155 0.111 -0.034
H 5.017 -1.194 -1.788 -0.135 0.099 -0.185
H -3.754 -0.838 -3.902 0.044 -0.042 -0.204
H -0.479 5.160 -0.933 -0.126 -0.095 0.223
H -0.912 2.723 10.201 0.008 -0.020 0.010
H 1.966 -6.843 -5.504 0.054 0.052 -0.010
H -2.891 -1.689 -1.124 0.087 0.060 0.215
H -0.660 1.595 -0.139 0.005 0.504 -0.348
H -9.447 0.870 5.141 0.020 0.048 0.009
H -5.079 0.165 2.391 0.036 -0.038 0.267
H -1.366 4.597 8.038 0.050 0.016 0.025
H 6.066 3.705 3.173 0.113 0.139 0.142
H 1.614 -2.870 -5.118 -0.044 -0.023 0.019
H -2.042 3.810 -0.706 0.128 -0.330 0.152
H 0.013 -2.892 -3.221 -0.013 0.039 -0.012
H -0.458 1.054 5.118 -0.350 0.034 0.099
H -6.606 0.589 4.737 0.018 0.001 -0.006
H 8.208 -2.496 -5.023 -0.025 0.040 0.041
H -3.367 2.512 -3.091 -0.274 -0.216 -0.003
H 3.444 2.073 1.488 0.027 -0.030 -0.312
H 0.980 -4.771 2.552 -0.049 0.024 0.024
H -0.045 5.981 6.451 -0.019 -0.003 -0.016
H 4.053 4.899 1.296 -0.187 0.241 0.130
H -4.011 -5.556 -2.298 -0.013 -0.040 0.027
H 1.430 3.055 8.246 -0.012 0.047 0.018
H 7.235 0.600 -1.639 0.141 0.102 -0.177
H 1.413 5.305 -2.665 0.212 -0.067 0.156
H -9.687 3.261 4.309 -0.010 -0.009 0.063
H -2.563 -8.775 -3.330 0.043 0.040 -0.022
H -4.771 0.920 -2.914 0.170 0.284 -0.106
H 4.955 -2.442 1.423 0.098 -0.049 0.153
H 3.371 -3.380 -5.772 0.324 -0.054 0.035
H -0.862 -5.656 -5.599 -0.028 -0.062 0.073
H 0.454 7.364 -2.357 0.121 0.180 -0.149
H -0.555 -3.867 0.052 -0.004 -0.040 -0.031
H -10.841 2.693 3.104 -0.022 -0.009 0.003
H 0.330 -3.231 4.048 -0.089 0.057 -0.020
H 4.839 1.400 -0.073 -0.199 0.015 0.250
H 0.560 -1.502 4.354 -0.037 -0.018 0.020
H 4.943 -4.169 -5.818 -0.055 -0.006 -0.053
H 5.376 2.674 -2.667 0.175 0.149 -0.302
H 1.923 1.340 4.887 0.175 -0.055 0.196
H 6.635 -3.001 -7.608 0.017 -0.064 0.010
H -1.312 7.560 -2.378 -0.012 0.147 -0.289
H 0.167 4.994 -3.868 0.090 0.115 -0.192
H 4.501 0.868 -1.709 -0.312 0.053 0.023
H 6.775 4.021 0.310 0.113 -0.112 0.180
H 6.064 5.530 -0.194 0.243 0.136 -0.073
H 1.466 -3.825 -2.823 0.025 0.016 -0.009
H -5.044 -7.504 -2.051 0.006 -0.041 0.047
H 1.957 -2.576 4.207 0.019 0.017 -0.026
H 7.822 -1.722 -7.354 0.025 0.001 0.002
H 0.455 3.801 -2.630 0.223 -0.198 0.025
H -1.649 2.757 -3.151 0.249 -0.153 -0.092
```
Forces are in eV/Å.

Atom charges from the Mulliken analysis, given in e for atoms 1 to 99:
1. S -0.59
2. F -0.27
3. O -0.34
4. O -0.37
5. O -0.35
6. O -0.68
7. O -0.43
8. O -0.53
9. O -0.38
10. O -0.33
11. N 0.15
12. C -0.88
13. C -1.15
14. C -0.37
15. C 0.06
16. C 1.52
17. C -1.46
18. C -1.41
19. C -0.68
20. C -0.46
21. C 0.94
22. C -0.38
23. C -0.12
24. C 0.01
25. C -1.09
26. C 0.97
27. C -1.37
28. C -1.15
29. C -0.37
30. C -0.86
31. C -0.27
32. C -1.65
33. C -1.07
34. C -1.18
35. C -0.74
36. C 0.25
37. C -1.11
38. C -1.16
39. C -0.80
40. C 0.53
41. C -0.68
42. C -1.10
43. C -0.38
44. C -0.58
45. C -1.36
46. C -0.58
47. C 2.02
48. C 0.77
49. C -0.88
50. C -0.38
51. C 0.05
52. C 0.58
53. C -0.68
54. C 0.14
55. C -0.80
56. C -1.24
57. C -0.31
58. C 0.05
59. C -1.61
60. C -0.31
61. C -1.09
62. C -0.87
63. C -0.32
64. C -0.95
65. C -1.95
66. C 1.56
67. C -1.02
68. C -1.08
69. H 0.28
70. H 0.00
71. H -0.16
72. H 0.54
73. H 0.40
74. H 0.36
75. H 0.36
76. H 0.31
77. H 0.33
78. H 0.30
79. H 0.14
80. H 0.55
81. H 0.34
82. H 0.51
83. H 0.00
84. H 0.48
85. H 0.41
86. H 0.34
87. H 0.38
88. H 0.63
89. H 0.27
90. H 0.38
91. H 0.44
92. H 0.33
93. H 0.18
94. H 0.46
95. H 0.28
96. H 0.11
97. H -0.13
98. H 0.52
99. H 0.08

=====

Density functional theory data (ωB97M-V with the def2-TZVPD basis set) for C9H12DyN2O4S as an isolated structure at a distorted geometry.

Properties
* 2S+1: 6
* energy relative to the best compared isomer or geometry (same formula, charge and spin): 117.1 kcal/mol
* net charge: +3
* HOMO-LUMO gap (spin up / spin down): 0.118 / 0.259 Eh
* lowest unoccupied orbital energy (spin up / spin down): -0.5492 / -0.4747 Ha

XYZ file:
```
29
Properties=species:S:1:pos:R:3:forces:R:3
Dy -0.951 -0.721 0.148 -0.841 -1.459 -5.865
S 0.366 0.367 -1.590 1.957 1.588 -0.424
O 0.655 0.838 2.943 -4.465 -4.274 -6.556
O -3.093 1.750 0.481 6.023 -7.090 0.088
O 1.236 -3.099 0.687 -5.621 6.012 -0.421
O -2.623 -2.090 2.948 4.608 3.841 -6.970
N 1.104 2.438 -0.075 -0.823 2.687 1.310
N 2.510 0.510 -0.014 2.586 -1.552 1.759
C 0.058 0.268 2.063 5.094 4.930 7.985
C 0.420 -2.222 0.635 9.831 -10.506 2.319
C 3.570 0.882 0.991 -0.129 0.007 -0.522
C 1.667 3.437 0.901 0.807 -0.460 -0.129
C -3.245 -2.844 -3.495 1.178 0.953 -2.130
C 1.511 1.247 -0.358 -2.798 -1.767 -3.168
C -2.016 -1.587 2.035 -5.842 -4.928 9.354
C -2.304 0.833 0.505 -10.274 12.243 1.520
C -3.999 -3.478 -2.580 -1.720 -1.480 1.303
H -3.751 -4.494 -2.232 0.023 0.608 -0.049
H 4.101 1.751 0.617 0.114 0.127 0.180
H 2.562 3.033 1.380 -0.326 0.238 -0.162
H -4.994 -3.101 -2.291 0.606 -0.046 -0.019
H 4.288 0.072 1.111 -0.225 -0.081 -0.295
H 1.937 4.348 0.373 -0.058 -0.048 -0.124
H 3.097 1.050 1.948 0.051 0.210 0.221
H -2.351 -3.317 -3.931 -0.364 0.279 0.396
H 2.671 -0.461 -0.373 -0.761 1.627 -0.114
H -3.594 -1.924 -3.990 0.216 -0.367 0.421
H 0.231 2.846 -0.502 1.407 -1.224 0.107
H 0.936 3.667 1.666 -0.254 -0.069 -0.013
```
Forces are in eV/Å.

Charges computed using Mulliken, reported in e:
1. Dy 0.57
2. S -0.18
3. O -0.15
4. O -0.09
5. O -0.10
6. O -0.13
7. N -0.14
8. N -0.08
9. C 0.33
10. C 0.36
11. C -1.09
12. C -0.77
13. C -0.35
14. C 0.42
15. C 0.29
16. C 0.38
17. C -0.30
18. H 0.31
19. H 0.40
20. H 0.31
21. H 0.31
22. H 0.37
23. H 0.33
24. H 0.39
25. H 0.32
26. H 0.34
27. H 0.32
28. H 0.30
29. H 0.33